The following is a quantum chemistry calculation of C46H39AsAuBrN2O6P as an isolated structure, from the OMol25 dataset.

Geometry as XYZ:
```
97
Properties=species:S:1:pos:R:3:forces:R:3
Au 0.64174 0.67464 0.36566 0.0 0.1 0.1
O 2.17970 2.34067 3.04323 0.0 0.0 -0.1
C 2.49960 1.23813 2.62728 0.1 -0.1 0.2
O 1.74062 0.26218 2.28342 0.0 0.1 -0.1
C 3.98205 0.92766 2.46329 0.0 0.1 0.0
C 4.36297 -0.00424 1.43754 0.0 0.0 0.0
C 5.67548 -0.29293 1.14506 0.0 0.0 0.0
C 6.60108 0.35081 1.94498 0.0 0.0 0.0
O 7.92419 0.26512 1.91231 0.0 0.0 0.0
C 8.44507 1.11921 2.93135 0.0 0.0 0.0
O 7.32056 1.73687 3.55951 0.0 0.0 0.0
C 6.22350 1.27150 2.97359 0.0 0.0 0.0
C 4.90727 1.59131 3.24010 0.0 0.0 0.0
H 3.57813 -0.46870 0.84287 0.0 0.0 0.0
H 5.93550 -0.95113 0.32770 0.0 0.0 0.0
H 9.07147 1.88414 2.47710 0.0 0.0 0.0
H 8.98524 0.52111 3.66292 0.0 0.0 0.0
H 4.60906 2.31534 3.98457 0.0 0.0 0.0
N 0.20873 3.74758 0.82339 0.0 0.0 0.0
C 1.40017 3.65520 0.16389 0.0 0.0 0.0
C 2.08746 4.81302 -0.23496 0.0 0.0 0.0
C 3.27216 4.69120 -0.91385 0.0 0.0 0.0
C 3.77996 3.41855 -1.18939 0.0 0.0 0.0
C 3.05091 2.33251 -0.78355 0.0 -0.1 0.0
N 1.87589 2.43557 -0.13104 -0.1 0.0 0.0
H -0.00836 4.64817 1.21737 0.0 0.0 0.0
H -0.02894 2.97079 1.42399 0.0 0.0 0.0
H 1.67242 5.78193 0.00664 0.0 0.0 0.0
H 3.80951 5.57731 -1.22536 0.0 0.0 0.0
H 4.70965 3.27457 -1.71936 0.0 0.0 0.0
H 3.39730 1.32820 -0.97531 0.0 0.0 0.0
Br -0.13336 0.31465 -2.32098 0.0 0.0 0.1
C 1.36689 0.00158 -3.48493 0.1 0.0 0.0
C 1.06658 0.30723 -4.80519 0.0 0.0 0.0
C 2.02030 0.10344 -5.78706 0.0 0.0 0.0
C 3.26595 -0.39477 -5.43782 0.0 0.0 0.0
C 3.54514 -0.67700 -4.11333 0.0 0.0 0.0
C 2.60802 -0.49227 -3.09413 0.0 0.0 0.0
C 3.08250 -0.81716 -1.67322 0.0 0.0 0.0
O 4.29348 -1.03059 -1.52889 0.0 0.0 0.0
O 2.22485 -0.79803 -0.74489 -0.1 -0.1 0.0
H 0.08832 0.69388 -5.05687 0.0 0.0 0.0
H 1.78520 0.33492 -6.81747 0.0 0.0 0.0
H 4.01954 -0.55917 -6.19641 0.0 0.0 0.0
H 4.51254 -1.05514 -3.81439 0.0 0.0 0.0
C -2.52315 -0.52496 0.10678 0.0 0.0 0.0
C -3.04986 0.90198 0.19059 0.0 0.0 0.0
As -4.70056 1.26075 -0.85400 0.0 0.0 0.0
C -4.06174 0.54459 -2.55867 0.0 0.0 0.0
C -4.00195 -0.81037 -2.88390 0.0 0.0 0.0
C -3.48183 -1.22082 -4.10291 0.0 0.0 0.0
C -3.02080 -0.28122 -5.01600 0.0 0.0 0.0
C -3.08701 1.06944 -4.70871 0.0 0.0 0.0
C -3.60711 1.47798 -3.48732 0.0 0.0 0.0
C -5.77267 -0.23272 -0.20298 0.0 0.0 0.0
C -6.68717 -0.86732 -1.03979 0.0 0.0 0.0
C -7.52134 -1.86170 -0.54793 0.0 0.0 0.0
C -7.45881 -2.22691 0.78919 0.0 0.0 0.0
C -6.56429 -1.58728 1.63512 0.0 0.0 0.0
C -5.72991 -0.59334 1.14243 0.0 0.0 0.0
P -1.01663 -0.73896 1.09286 0.0 -0.1 -0.1
C -0.49096 -2.45095 0.93265 0.0 0.0 0.0
C -1.05686 -3.30939 -0.00507 0.0 0.0 0.0
C -0.58573 -4.60941 -0.12102 0.0 0.0 0.0
C 0.44717 -5.04750 0.69283 0.0 0.0 0.0
C 1.01584 -4.18914 1.62599 0.0 0.0 0.0
C 0.55361 -2.89093 1.74688 0.0 0.0 0.0
C -1.54198 -0.48798 2.80026 0.0 0.0 0.0
C -1.10907 0.59301 3.56058 0.0 0.0 0.0
C -1.62178 0.78741 4.83604 0.0 0.0 0.0
C -2.55932 -0.09436 5.35143 0.0 0.0 0.0
C -2.98601 -1.18113 4.59762 0.0 0.0 0.0
C -2.47939 -1.37988 3.32466 0.0 0.0 0.0
H -2.28373 -0.78730 -0.92462 0.0 0.0 0.0
H -3.26270 -1.24366 0.46955 0.0 0.0 0.0
H -2.31298 1.61338 -0.19457 0.0 0.0 0.0
H -3.24874 1.18749 1.22609 0.0 0.0 0.0
H -4.37837 -1.55145 -2.18845 0.0 0.0 0.0
H -3.44262 -2.27542 -4.34476 0.0 0.0 0.0
H -2.62564 -0.60446 -5.97071 0.0 0.0 0.0
H -2.74628 1.80889 -5.42259 0.0 0.0 0.0
H -3.66707 2.53633 -3.25864 0.0 0.0 0.0
H -6.75007 -0.58872 -2.08535 0.0 0.0 0.0
H -8.22468 -2.34888 -1.21084 0.0 0.0 0.0
H -8.11112 -3.00059 1.17213 0.0 0.0 0.0
H -6.51909 -1.85695 2.68284 0.0 0.0 0.0
H -5.04525 -0.09863 1.82363 0.0 0.0 0.0
H -1.86172 -2.97516 -0.64717 0.0 0.0 0.0
H -1.02654 -5.27808 -0.84829 0.0 0.0 0.0
H 0.81335 -6.06141 0.59925 0.0 0.0 0.0
H 1.82534 -4.53360 2.25579 0.0 0.0 0.0
H 1.00575 -2.21075 2.45864 0.0 0.0 0.0
H -0.34572 1.25851 3.17956 0.0 0.0 0.0
H -1.27851 1.62499 5.42869 0.0 0.0 0.0
H -2.95462 0.05854 6.34710 0.0 0.0 0.0
H -3.70932 -1.87565 5.00406 0.0 0.0 0.0
H -2.80638 -2.23410 2.74169 0.0 0.0 0.0
```
Positions in Å, forces in eV/Å.

Output
E_HOMO (alpha / beta) ... -0.3790 / -0.3791 Eh
Expectation value of S² ... 2.0221
2S+1 ... 3
Lowest unoccupied orbital energy (alpha / beta) ... -2.31 / -5.86 eV
Net charge ... +1
Gap between HOMO and LUMO (alpha / beta) ... 0.2942 / 0.1635 Ha

---

The following is a quantum chemistry calculation of an isolated ion of composition C5H14N3 and charge +1, from the OMol25 dataset.

Geometry as XYZ:
```
22
Properties=species:S:1:pos:R:3:forces:R:3
C -1.03348 0.74651 -0.95553 -1.1 1.1 -2.5
C -1.17547 -0.77886 -0.90644 -0.2 0.0 -1.1
C 0.78135 -1.40737 0.60083 -0.7 -2.1 0.2
C -0.84745 1.48176 0.26958 1.4 -0.3 2.7
C 1.47129 -0.16725 0.91428 -2.0 0.9 0.6
N -1.61844 1.34626 1.34395 0.9 2.3 1.4
N 2.15584 0.30077 -0.23294 -1.4 1.5 -1.6
N 0.15391 -1.34651 -0.75423 0.3 -1.6 0.7
H -0.16317 1.18574 -1.54511 -1.1 -1.5 -0.1
H -1.96458 1.11524 -1.52764 1.1 -0.1 0.9
H -1.99788 -1.13128 -0.24937 0.8 0.3 0.6
H -1.62021 -1.11657 -1.86930 0.8 0.4 0.2
H 1.30138 -2.40683 0.54817 0.7 0.9 0.0
H 0.11867 -1.66245 1.40431 -1.0 0.2 0.5
H -0.00160 2.18981 0.26628 -1.0 -0.1 0.6
H 1.70572 0.12601 1.89670 0.6 0.3 0.8
H -1.59776 1.91943 2.22898 0.8 -0.6 -1.7
H -2.47426 0.88725 1.32666 -1.6 -1.4 -0.6
H 3.14780 0.20487 -0.26517 1.1 0.0 -0.3
H 1.83776 1.24872 -0.63173 1.1 -1.4 0.8
H 0.21985 -2.32431 -1.06403 -0.5 0.8 -0.3
H 1.60072 -0.41094 -0.79825 0.8 0.5 -1.7
```
Positions in Å, forces in eV/Å.

Output
E_HOMO (alpha / beta) ... -0.4024 / -0.3699 Eh
2S+1 ... 1
Lowest unoccupied orbital energy (alpha / beta) ... -3.49 / -4.14 eV
Net charge ... +1
Gap between HOMO and LUMO (alpha / beta) ... 0.2741 / 0.2176 Ha

---

The following is a quantum chemistry calculation of C6H10N2OP as an isolated structure, from the OMol25 dataset.

Geometry as XYZ:
```
20
Properties=species:S:1:pos:R:3:forces:R:3
C 1.91324 -0.66472 0.67104 1.9 -1.4 0.9
C 1.88525 -1.57892 -0.32306 2.7 -1.3 0.0
C 0.07870 -0.43394 -0.99260 -0.7 2.0 0.6
C -1.76446 1.37103 0.80161 0.9 -4.5 1.0
C 0.47057 -2.27133 -2.23162 0.1 -3.4 -0.8
C -0.87415 2.10631 1.79259 0.2 1.9 -0.7
N 0.90139 0.24373 0.61878 -1.4 0.7 0.4
N 0.93051 -1.33902 -1.28986 -1.9 2.5 3.1
O 1.32273 0.93409 3.19649 1.3 -0.2 2.2
P 0.55467 1.11164 2.02136 -0.3 -1.0 -5.1
H 2.64471 -0.61180 1.52170 -0.7 -0.4 -1.1
H 2.49280 -2.45292 -0.66586 0.0 1.1 1.4
H -1.38466 0.91847 -0.22067 -0.4 1.4 2.4
H -2.09553 0.48012 1.51014 0.2 1.1 -2.1
H -2.61603 1.91726 0.66541 -2.2 1.6 -0.6
H 0.60099 -1.85991 -3.17963 0.3 0.4 -1.8
H 1.09628 -3.19083 -2.10073 -0.6 0.7 -0.4
H -0.57733 -2.56836 -2.13084 0.2 0.3 0.4
H -1.28471 2.17547 2.80603 -0.2 -0.1 -0.1
H -0.72001 3.18493 1.47321 0.6 -1.2 0.4
```
Positions in Å, forces in eV/Å.

Output
E_HOMO ... -0.4901 Eh
2S+1 ... 1
Lowest unoccupied orbital energy ... -5.03 eV
Net charge ... +1
Gap between HOMO and LUMO ... 0.3053 Ha

---

The following is a quantum chemistry calculation of a 9-piece molecular cluster, H18O9 overall, from the OMol25 dataset.

Geometry as XYZ:
```
27
Properties=species:S:1:pos:R:3:forces:R:3
O 0.03029 0.80213 -0.16046 0.8 0.8 0.7
H -0.36168 1.64246 0.10259 0.0 0.0 0.1
H 0.70371 0.63764 0.50919 0.1 0.2 0.0
O -2.59449 -0.31002 0.69769 0.9 -0.4 4.3
H -3.02138 0.44632 0.27971 0.3 -0.4 0.4
H -3.25650 -1.00891 0.64994 0.4 0.2 0.2
O 1.09879 -2.07342 -0.77114 0.2 0.2 -0.1
H 1.44129 -2.06830 0.12978 0.8 0.0 -0.2
H 1.28213 -1.18497 -1.09677 -0.2 -0.1 -0.3
O 2.00352 -1.79502 1.87674 0.3 0.2 -0.1
H 1.38633 -1.08001 2.06865 0.0 -0.2 0.3
H 1.46165 -2.59087 1.92140 -0.2 -0.1 0.4
O -0.68647 -2.52418 1.24347 -0.1 0.0 0.7
H -0.15229 -1.90780 0.72993 -0.5 -0.3 -0.6
H -1.41752 -1.98662 1.56840 0.0 0.0 0.0
O 5.45819 -0.26101 -1.16193 -0.2 0.0 -0.1
H 5.45927 -0.03169 -2.09810 0.1 0.0 0.1
H 4.62579 -0.73043 -1.03644 0.1 0.0 0.1
O -3.51516 -0.06430 -1.16568 -3.2 1.4 -3.2
H -4.00163 0.63286 -1.61987 -0.4 -0.1 -0.5
H -4.20146 -0.66745 -0.85877 -0.1 0.0 -0.4
O 0.50751 6.17449 0.65796 0.1 -0.2 0.0
H 0.55983 5.54068 -0.06629 0.0 0.1 0.0
H 1.12991 5.83585 1.31136 0.0 0.1 0.0
O -1.30168 -0.81192 -1.44475 0.9 -0.8 -1.3
H -1.66697 0.03862 -1.71335 0.3 -0.6 0.2
H -0.97099 -0.65412 -0.55327 -0.4 0.0 -0.7
```
Positions in Å, forces in eV/Å.

Output
E_HOMO ... -0.3456 Eh
2S+1 ... 1
Lowest unoccupied orbital energy ... -0.31 eV
Net charge ... 0
Gap between HOMO and LUMO ... 0.3343 Ha

---

Across the entries above, energy above the lowest of the compared OMol25 structures with the same formula, charge and spin takes the values 0.7; 121.8; 66.5; 120.8 kcal/mol, respectively.